Record 1
Here is a 3-piece molecular cluster, C12H24NO10P overall from the OMol25 dataset. Energies are from ωB97M-V/def2-TZVPD.

```
48
Properties=species:S:1:pos:R:3
N -2.26 4.75 1.21
P -1.34 3.88 0.32
O -1.50 4.31 -1.19
O 0.21 3.93 0.72
C -2.04 2.22 0.41
C -2.18 1.47 1.51
C -1.55 1.63 2.85
O -0.78 0.44 3.00
C 0.32 0.53 3.89
O 1.48 0.11 3.28
C 1.86 0.85 2.13
C 3.14 1.64 2.42
O 3.18 2.07 3.78
C -3.21 0.46 1.16
O -4.04 0.04 1.90
O -3.30 0.35 -0.22
C -2.51 1.38 -0.71
O -2.06 1.37 -1.81
H -1.80 5.26 1.95
H -0.68 4.16 -1.69
H 0.26 4.32 1.59
H -2.28 1.73 3.65
H -0.86 2.46 2.78
H 0.15 -0.16 4.71
H 0.42 1.54 4.30
H 2.11 0.13 1.36
H 1.08 1.51 1.76
H 4.00 1.01 2.22
H 3.19 2.52 1.78
H 3.08 3.02 3.78
C 0.03 -2.83 -1.32
C 0.78 -3.07 -0.03
O 1.41 -1.88 0.45
H 0.71 -2.46 -2.09
H -0.43 -3.75 -1.68
H -0.75 -2.08 -1.18
H 1.58 -3.80 -0.17
H 0.10 -3.45 0.75
H 0.72 -1.23 0.59
C -0.48 -3.64 -5.45
C 1.03 -3.69 -5.62
O 1.69 -4.10 -4.42
H -0.74 -2.96 -4.64
H -0.96 -3.30 -6.36
H -0.87 -4.63 -5.19
H 1.42 -2.70 -5.85
H 1.30 -4.37 -6.43
H 1.37 -4.98 -4.20
```

## Properties
Structure (SMILES) ... N=P(O)(O)C1=C(COCOCCO)C(=O)OC1=O.CCO.CCO
HOMO-LUMO gap ... 0.314 hartree
2S+1 ... 1
LUMO energy ... -0.044 Eh


Record 2
Here is C12H24O24S6 as an isolated structure from the OMol25 dataset. Energies are from ωB97M-V/def2-TZVPD.

```
66
Properties=species:S:1:pos:R:3
C 3.20 -1.48 -4.95
C 2.02 -0.93 -5.73
O 1.31 -0.27 -4.71
S 1.26 -1.03 -3.25
O 0.32 -2.14 -3.17
O 1.20 0.00 -2.15
O 2.70 -1.63 -3.56
H 4.15 -0.94 -4.91
H 3.66 -2.44 -5.21
H 1.33 -1.60 -6.24
H 2.33 -0.17 -6.45
C -0.91 0.73 -0.14
C -1.33 1.19 1.24
O -0.73 0.22 2.12
S 0.21 -0.95 1.42
O -0.20 -2.21 2.05
O 1.63 -0.57 1.53
O -0.53 -0.62 0.03
H -0.12 1.40 -0.48
H -1.70 0.73 -0.90
H -2.40 1.09 1.44
H -1.14 2.20 1.61
C -2.37 -1.75 4.77
C -2.41 -3.07 4.01
O -3.15 -3.90 4.92
S -2.88 -3.62 6.55
O -1.82 -4.55 7.00
O -4.18 -3.54 7.22
O -2.24 -2.08 6.25
H -3.22 -1.08 4.63
H -1.44 -1.30 4.43
H -1.45 -3.46 3.65
H -3.07 -2.88 3.17
C 4.89 1.46 1.18
C 5.68 0.13 0.92
O 6.06 0.18 -0.36
S 6.28 1.71 -0.77
O 6.15 1.86 -2.25
O 7.45 2.31 -0.10
O 4.89 2.19 -0.02
H 5.24 2.01 2.05
H 3.87 1.10 1.31
H 5.02 -0.73 1.04
H 6.55 0.12 1.57
C 1.27 3.77 -3.68
C 1.92 3.14 -2.50
O 2.99 3.94 -2.25
S 2.87 5.51 -2.88
O 4.14 5.98 -3.39
O 2.19 6.30 -1.86
O 1.87 4.98 -4.04
H 0.23 3.98 -3.44
H 1.38 3.12 -4.55
H 2.21 2.09 -2.57
H 1.28 3.27 -1.62
C -7.56 -1.64 1.61
C -6.94 -2.54 0.49
O -5.78 -1.94 0.07
S -5.38 -0.68 1.09
O -4.82 0.49 0.35
O -4.57 -1.32 2.14
O -6.96 -0.41 1.45
H -7.24 -1.86 2.63
H -8.64 -1.79 1.61
H -7.74 -2.55 -0.25
H -6.84 -3.57 0.84
```

## Properties
Relative energy (zero: lowest compared OMol25 entry of this formula, charge and spin) ... 109.33 kcal/mol
HOMO-LUMO gap ... 0.398 hartree
2S+1 ... 1
LUMO energy ... -0.001 Eh


Record 3
Here is a 4-piece molecular cluster, C12H24O4 overall from the OMol25 dataset. Energies are from ωB97M-V/def2-TZVPD.

```
40
Properties=species:S:1:pos:R:3
C -0.48 3.15 -6.95
C -1.03 3.24 -5.55
O -2.09 2.73 -5.26
C -0.18 3.93 -4.52
H -0.11 2.13 -7.11
H 0.34 3.84 -7.12
H -1.25 3.32 -7.69
H -0.67 3.89 -3.55
H -0.04 4.98 -4.78
H 0.80 3.46 -4.46
C -1.25 0.26 -2.49
C -0.25 -0.47 -1.61
O 0.80 -0.84 -2.08
C -0.56 -0.63 -0.13
H -1.47 -0.38 -3.35
H -0.78 1.17 -2.85
H -2.19 0.44 -1.98
H 0.07 0.07 0.42
H -0.34 -1.64 0.22
H -1.62 -0.43 0.07
C 2.04 1.54 4.89
C 1.98 0.84 3.55
O 2.60 1.28 2.60
C 1.13 -0.40 3.43
H 3.06 1.70 5.21
H 1.43 1.05 5.65
H 1.55 2.51 4.73
H 1.14 -0.77 2.41
H 0.10 -0.18 3.70
H 1.53 -1.15 4.12
C 0.61 -4.64 3.21
C -0.38 -3.82 2.42
O -0.34 -3.79 1.21
C -1.45 -3.10 3.20
H 1.29 -5.15 2.54
H 0.07 -5.40 3.79
H 1.14 -3.98 3.90
H -1.99 -3.81 3.83
H -2.16 -2.62 2.53
H -1.03 -2.32 3.84
```

## Properties
Relative energy (zero: lowest compared OMol25 entry of this formula, charge and spin) ... 5.76 kcal/mol
Structure (SMILES) ... CC(C)=O.CC(C)=O.CC(C)=O.CC(C)=O
HOMO-LUMO gap ... 0.358 hartree
2S+1 ... 1
LUMO energy ... 0.022 Eh


Record 4
Here is C12H25As2BF10N3O5PdS2 as an isolated structure from the OMol25 dataset. Energies are from ωB97M-V/def2-TZVPD.

```
61
Properties=species:S:1:pos:R:3
Pd -0.62 -0.66 0.14
C 2.01 5.55 4.99
C 2.50 4.12 4.82
S 1.27 2.99 5.41
O 0.11 3.08 4.55
O 1.09 3.17 6.83
C 2.01 1.39 5.15
C 1.00 0.27 5.37
N 0.06 0.12 4.25
C 0.41 -0.42 3.06
N -0.58 -0.27 2.19
C -1.60 0.39 2.82
C -1.21 0.62 4.09
N -2.02 1.22 5.12
O -3.03 1.76 4.75
O -1.66 1.10 6.28
C 1.71 -1.09 2.81
H 2.77 6.24 4.63
H 1.81 5.77 6.04
H 1.09 5.71 4.42
H 3.40 3.93 5.41
H 2.69 3.86 3.78
H 2.82 1.30 5.88
H 2.43 1.38 4.15
H 0.42 0.43 6.27
H 1.53 -0.68 5.48
H -2.54 0.64 2.36
H 1.92 -1.81 3.60
H 2.53 -0.37 2.77
H 1.68 -1.61 1.87
F 0.17 -2.45 0.51
B -0.26 -3.86 -0.15
F 0.61 -4.01 -1.19
F -0.08 -4.73 0.87
F -1.56 -3.64 -0.51
C 2.59 -1.25 -1.38
As 1.34 -0.28 -2.46
C 1.32 1.63 -2.30
C 1.78 -0.66 -4.29
S -0.64 -1.08 -2.13
H 3.59 -1.05 -1.74
H 2.30 -2.29 -1.47
H 2.51 -0.92 -0.35
H 2.31 2.02 -2.50
H 1.03 1.92 -1.29
H 0.60 2.00 -3.03
H 2.77 -0.25 -4.49
H 1.04 -0.21 -4.94
H 1.79 -1.74 -4.42
C -2.32 1.41 -0.95
O -1.32 1.07 -0.03
H -2.66 2.42 -0.72
H -3.14 0.69 -0.89
H -1.91 1.34 -1.97
F 2.03 1.10 0.63
As 3.67 1.76 0.71
F 3.39 2.12 2.39
F 3.03 3.29 0.25
F 5.26 2.39 0.81
F 3.90 1.35 -0.98
F 4.23 0.17 1.15
```

## Properties
Relative energy (zero: lowest compared OMol25 entry of this formula, charge and spin) ... 1.56 kcal/mol
HOMO-LUMO gap (alpha / beta) ... 0.309 / 0.227 hartree
2S+1 ... 2
LUMO energy (alpha / beta) ... -0.068 / -0.149 Eh


Record 5
Here is an isolated ion of composition C12H25B2O5S and charge -1 from the OMol25 dataset. Energies are from ωB97M-V/def2-TZVPD.

```
45
Properties=species:S:1:pos:R:3
C -1.86 -2.59 2.56
C -1.91 -1.72 1.28
C -0.60 -0.88 1.16
C 0.05 -0.91 -0.28
O 1.44 -1.03 0.02
B 1.91 0.37 0.19
S 3.57 0.68 -0.80
C 2.37 0.55 1.77
O 3.29 1.66 1.95
C 4.16 1.41 3.03
O 0.81 1.25 -0.22
C -0.06 0.47 -1.01
C 0.33 0.54 -2.52
C 1.06 -0.78 -2.95
C 0.70 -1.27 -4.38
O 0.23 -1.92 -3.09
B -1.62 0.82 -1.00
O -2.51 0.03 -1.75
C -2.22 2.06 -0.18
C -3.78 1.94 -0.14
H -1.73 -1.99 3.47
H -1.03 -3.32 2.51
H -2.77 -3.19 2.69
H -2.06 -2.42 0.44
H -2.82 -1.10 1.38
H 0.13 -1.35 1.82
H -0.72 0.15 1.54
H -0.41 -1.78 -0.78
H 3.54 1.98 -1.19
H 1.45 0.79 2.36
H 2.82 -0.40 2.12
H 3.69 0.80 3.82
H 5.07 0.87 2.69
H 4.45 2.38 3.47
H -0.52 0.63 -3.21
H 1.10 1.30 -2.72
H 2.09 -0.91 -2.62
H -0.34 -1.16 -4.72
H 1.44 -1.86 -4.92
H -2.52 -0.88 -1.41
H -1.77 2.11 0.82
H -1.98 2.95 -0.79
H -4.20 2.05 -1.15
H -4.25 2.70 0.50
H -4.03 0.95 0.25
```

## Properties
HOMO-LUMO gap ... 0.263 hartree
2S+1 ... 1
Charge ... -1
LUMO energy ... 0.107 Eh


Record 6
Here is one molecule with the formula C12H25BBr2F3NO4P2 from the OMol25 dataset. Energies are from ωB97M-V/def2-TZVPD.

```
50
Properties=species:S:1:pos:R:3
C 4.83 0.04 0.15
C 4.66 1.44 0.77
C 3.30 2.03 0.56
O 3.19 3.16 0.32
O 2.24 1.20 0.61
C 1.03 1.80 1.06
C 0.05 2.11 -0.08
P -0.59 0.52 -0.83
N 0.65 0.79 -2.19
C 0.32 -1.06 -0.34
C -0.26 -2.35 -0.95
C -0.12 -3.50 0.02
F -0.63 -3.18 1.22
Br -1.18 -5.04 -0.59
C 1.39 -3.94 0.23
F 2.16 -3.51 -0.72
F 1.48 -5.23 0.36
Br 2.11 -3.20 1.91
B -1.94 0.71 -2.19
O -2.73 -0.29 -2.70
O -2.16 1.98 -2.69
P -2.10 0.30 0.84
C -3.16 -1.21 0.61
C -3.34 1.71 0.72
C -3.90 2.03 2.12
H 5.83 -0.32 0.36
H 4.71 0.07 -0.93
H 4.14 -0.70 0.55
H 5.40 2.09 0.35
H 4.87 1.35 1.83
H 0.54 1.06 1.68
H 1.18 2.68 1.68
H 0.50 2.73 -0.84
H -0.74 2.69 0.38
H 0.76 -0.05 -2.75
H 1.54 1.11 -1.84
H 1.32 -0.95 -0.71
H 0.39 -1.08 0.75
H 0.33 -2.58 -1.84
H -1.30 -2.29 -1.25
H -2.24 -1.11 -2.87
H -2.95 2.38 -2.29
H -4.17 -0.91 0.88
H -2.90 -2.01 1.30
H -3.21 -1.59 -0.41
H -2.93 2.57 0.20
H -4.16 1.31 0.11
H -4.88 1.56 2.19
H -4.01 3.09 2.30
H -3.32 1.57 2.90
```

## Properties
Structure (SMILES) ... CCC(=O)OCCP(N)(CC[C@@](F)(Br)C(F)(F)Br)(B(O)O)P(C)CC
HOMO-LUMO gap ... 0.273 hartree
2S+1 ... 1
LUMO energy ... 0.006 Eh


Record 7
Here is a 2-piece molecular cluster, C12H25BBr2IN2O8P overall from the OMol25 dataset. Energies are from ωB97M-V/def2-TZVPD.

```
52
Properties=species:S:1:pos:R:3
C 4.03 2.81 1.77
O 2.75 2.16 1.75
B 1.80 2.61 0.90
O 1.65 3.96 0.68
C 0.78 1.61 0.18
N -0.51 1.76 0.85
C -1.62 0.93 0.38
C -2.66 1.69 -0.48
Br -1.80 2.52 -2.02
C -3.75 0.72 -0.95
C -4.17 -0.26 0.14
Br -5.28 1.67 -1.69
C -1.22 -0.40 -0.29
N 0.23 -0.59 -0.65
C 1.25 0.16 0.19
C 2.62 0.07 -0.51
C 3.04 -1.28 -1.12
C 2.51 -1.68 -2.49
I 2.72 -0.18 -3.98
P 1.32 -0.61 1.91
O 0.87 0.22 3.02
O 0.47 -1.95 1.64
O 2.81 -1.15 2.08
H 3.98 3.74 2.33
H 4.38 3.03 0.76
H 4.73 2.13 2.24
H 1.46 4.22 -0.23
H 0.73 1.90 -0.89
H -0.79 2.73 0.82
H -2.18 0.66 1.27
H -3.08 2.49 0.13
H -3.34 0.19 -1.80
H -3.34 -0.67 0.68
H -4.60 -1.11 -0.38
H -4.94 0.13 0.80
H -1.49 -1.26 0.32
H -1.75 -0.55 -1.22
H 0.40 -1.60 -0.58
H 0.37 -0.31 -1.62
H 3.36 0.36 0.22
H 2.63 0.83 -1.30
H 4.13 -1.24 -1.20
H 2.82 -2.10 -0.42
H 1.47 -2.00 -2.48
H 3.06 -2.54 -2.85
H -0.13 -2.14 2.37
H 2.91 -2.08 1.80
C -3.46 -3.60 0.10
O -4.21 -3.35 1.06
O -3.87 -4.68 -0.70
O -2.41 -3.03 -0.26
H -4.68 -4.96 -0.27
```

## Properties
HOMO-LUMO gap ... 0.271 hartree
2S+1 ... 1
LUMO energy ... -0.014 Eh


Record 8
Here is C12H25BKN3O2 as an isolated structure from the OMol25 dataset. Energies are from ωB97M-V/def2-TZVPD.

```
44
Properties=species:S:1:pos:R:3
C -0.20 -2.23 2.87
C 0.87 -2.42 1.80
N 0.80 -1.41 0.74
C 1.20 -0.07 1.24
C 1.46 1.00 0.19
B 0.24 1.54 -0.76
C 0.73 2.86 -1.59
C 2.17 2.84 -2.12
C -1.09 1.93 0.16
C -2.33 1.08 -0.08
C -2.17 -0.34 0.43
N -3.48 -1.03 0.41
N -0.21 0.35 -1.78
C 0.07 0.29 -2.94
O 0.27 0.23 -4.10
C 1.73 -1.84 -0.29
C 1.09 -2.38 -1.54
O 2.91 -1.80 -0.13
H -0.01 -2.92 3.69
H -1.19 -2.46 2.46
H -0.18 -1.23 3.29
H 1.87 -2.44 2.25
H 0.71 -3.40 1.34
H 0.40 0.27 1.90
H 2.10 -0.20 1.88
H 1.78 1.88 0.77
H 2.34 0.70 -0.39
H 0.05 3.09 -2.42
H 0.64 3.70 -0.90
H 2.43 1.87 -2.57
H 2.34 3.60 -2.88
H 2.88 3.00 -1.31
H -0.85 1.88 1.24
H -1.37 2.97 -0.03
H -3.21 1.54 0.43
H -2.61 1.03 -1.14
H -1.71 -0.29 1.42
H -1.55 -0.91 -0.24
H -4.09 -0.63 1.08
H -3.41 -2.03 0.52
H 0.03 -2.14 -1.59
H 1.59 -1.92 -2.39
H 1.25 -3.46 -1.58
K -4.29 -0.12 2.67
```

## Properties
HOMO-LUMO gap ... 0.199 hartree
2S+1 ... 1
LUMO energy ... -0.074 Eh


Record 9
Here is an isolated ion of composition C12H25N2 and charge +1 from the OMol25 dataset. Energies are from ωB97M-V/def2-TZVPD.

```
39
Properties=species:S:1:pos:R:3
C -1.24 0.17 -0.15
C -0.64 0.60 1.19
C 1.57 0.78 -0.13
C 1.95 1.88 -1.06
C -3.47 1.23 -0.27
C -3.18 -0.82 1.16
C -3.09 -1.01 -1.33
C 3.70 -0.18 0.66
C 2.62 -1.01 -1.46
C 1.63 -1.57 0.76
C -2.76 -0.12 -0.13
C 2.36 -0.48 -0.04
N -0.58 0.04 -1.18
N 0.75 1.18 1.02
H -1.27 1.34 1.68
H -0.58 -0.29 1.82
H 3.01 2.11 -0.99
H 1.38 2.79 -0.87
H 1.76 1.57 -2.09
H -4.54 1.07 -0.31
H -3.26 1.89 0.57
H -3.16 1.73 -1.19
H -3.09 -0.17 2.03
H -2.61 -1.73 1.32
H -4.23 -1.10 1.07
H -2.78 -0.53 -2.25
H -4.16 -1.20 -1.37
H -2.57 -1.96 -1.25
H 4.29 -1.09 0.73
H 3.56 0.21 1.66
H 4.28 0.55 0.09
H 1.69 -1.05 -2.01
H 3.32 -0.37 -1.99
H 3.05 -2.00 -1.41
H 1.50 -1.31 1.81
H 2.23 -2.48 0.74
H 0.68 -1.80 0.30
H 0.65 2.20 0.97
H 1.26 0.94 1.88
```

## Properties
Relative energy (zero: lowest compared OMol25 entry of this formula, charge and spin) ... 49.93 kcal/mol
HOMO-LUMO gap (alpha / beta) ... 0.336 / 0.302 hartree
2S+1 ... 1
Charge ... +1
LUMO energy (alpha / beta) ... -0.135 / -0.142 Eh


Record 10
Here is C12H25NO7Sn as an isolated structure from the OMol25 dataset. Energies are from ωB97M-V/def2-TZVPD.

```
46
Properties=species:S:1:pos:R:3
Sn 0.57 -0.70 0.89
C -1.79 0.58 2.91
C -2.21 1.28 1.65
O -1.50 0.66 0.56
C -1.70 1.36 -0.68
C -0.94 0.61 -1.74
O 0.38 0.39 -1.23
C 1.41 0.39 -2.24
C 2.57 -0.42 -1.71
O 2.76 -0.17 -0.32
C 3.46 1.03 0.06
C 2.49 2.11 0.49
O 1.65 1.52 1.49
C 0.90 2.45 2.27
C 0.33 1.68 3.44
O -0.37 0.50 2.99
H -2.14 -0.46 2.90
H -2.21 1.07 3.78
H -1.97 2.35 1.67
H -3.29 1.17 1.50
H -1.33 2.38 -0.57
H -2.76 1.39 -0.93
H -0.90 1.21 -2.65
H -1.40 -0.35 -1.96
H 1.68 1.42 -2.46
H 1.04 -0.08 -3.15
H 3.48 -0.22 -2.27
H 2.35 -1.49 -1.79
H 4.09 1.37 -0.76
H 4.09 0.75 0.90
H 1.88 2.48 -0.34
H 3.05 2.94 0.91
H 0.13 2.93 1.66
H 1.56 3.23 2.66
H -0.33 2.31 4.04
H 1.14 1.33 4.07
N -1.83 -4.71 -2.38
C -1.99 -3.97 -1.08
C -0.98 -2.81 -1.10
O -0.38 -2.62 -2.16
O -0.87 -2.16 -0.02
H -1.39 -5.61 -2.26
H -1.19 -4.08 -2.91
H -2.71 -4.84 -2.88
H -1.81 -4.63 -0.24
H -3.00 -3.57 -1.01
```

## Properties
HOMO-LUMO gap ... 0.376 hartree
2S+1 ... 1
Charge ... +2
LUMO energy ... -0.187 Eh


Question: What is the 2S+1 in the second record?
Answer: 1